No. 1
Molecular formula: C4H12N2O
Method: DFT, ωB97M-V/def2-TZVPD

frontier orbital gap: 0.2929 hartree
lowest unoccupied orbital energy: 0.814 eV
spin multiplicity: 1
ΔE to the lowest compared entry with this formula, charge and spin: 58.8 kcal per mole
E_HOMO: -7.1566 eV
structure (SMILES): CC/C(N)=C/N.O
DFT total energy: -9368.643 eV

The geometry in XYZ format:
```
19
C4H12N2O, DFT ωB97M-V/def2-TZVPD
C -1.90 -0.39 -0.86
C -0.43 0.01 -0.90
C 0.54 -0.56 0.17
N 1.11 -1.87 0.08
C 0.37 -0.16 1.48
N 0.70 -0.87 2.62
H -2.23 -0.64 -1.93
H -2.61 0.37 -0.44
H -2.08 -1.40 -0.22
H -0.42 1.10 -0.95
H 0.07 -0.24 -1.86
H 1.78 -2.22 0.76
H 1.27 -2.18 -0.90
H -0.10 0.77 1.58
H 0.88 -0.24 3.36
H 1.64 -1.27 2.45
O 0.72 3.58 -1.41
H -0.17 3.50 -1.16
H 0.85 2.71 -1.85
```

Atomic partial charges in e from the Mulliken method, atoms 1 to 4: atom 1 (C): -1.01, atom 2 (C): -0.04, atom 3 (C): 0.21, atom 4 (N): -0.49

=====

No. 2
Molecular formula: C4H12N2O
Method: DFT, ωB97M-V/def2-TZVPD

frontier orbital gap: 0.3693 hartree
lowest unoccupied orbital energy: 0.944 eV
spin multiplicity: 1
ΔE to the lowest compared entry with this formula, charge and spin: 29.9 kcal per mole
E_HOMO: -9.1042 eV
structure (SMILES): NCNCCCO
DFT total energy: -9369.896 eV

The geometry in XYZ format:
```
19
C4H12N2O, DFT ωB97M-V/def2-TZVPD
N 0.48 -1.38 -2.71
C 0.42 -1.59 -1.27
N 0.41 -0.29 -0.63
C 0.26 -0.36 0.82
C 0.38 1.01 1.47
C -0.73 1.97 1.10
O -2.01 1.54 1.57
H 0.53 -2.27 -3.18
H 1.34 -0.88 -2.93
H 1.28 -2.14 -0.86
H -0.49 -2.17 -1.05
H -0.35 0.25 -1.04
H 1.05 -1.01 1.20
H -0.68 -0.85 1.12
H 1.35 1.43 1.19
H 0.38 0.88 2.56
H -0.76 2.14 0.02
H -0.55 2.93 1.57
H -2.30 0.80 1.04
```

Atomic partial charges in e from the Mulliken method, atoms 1 to 4: atom 1 (N): -0.61, atom 2 (C): -0.46, atom 3 (N): -0.31, atom 4 (C): -0.73

=====

No. 3
Molecular formula: C4H12N2O
Method: DFT, ωB97M-V/def2-TZVPD

frontier orbital gap: 0.3714 hartree
lowest unoccupied orbital energy: 0.818 eV
spin multiplicity: 1
ΔE to the lowest compared entry with this formula, charge and spin: 30.8 kcal per mole
E_HOMO: -9.2890 eV
structure (SMILES): NCC[C@H](N)CO
DFT total energy: -9369.859 eV

The geometry in XYZ format:
```
19
C4H12N2O, DFT ωB97M-V/def2-TZVPD
N 1.66 -1.63 -1.00
C 1.34 -0.28 -1.41
C 0.89 0.57 -0.25
C -0.36 0.09 0.50
N -1.24 -0.76 -0.31
C -1.08 1.27 1.11
O -2.14 0.90 1.97
H 1.97 -2.16 -1.80
H 0.79 -2.09 -0.73
H 0.56 -0.18 -2.19
H 2.20 0.25 -1.84
H 0.73 1.60 -0.56
H 1.72 0.66 0.48
H 0.03 -0.52 1.33
H -2.20 -0.48 -0.15
H -1.21 -1.69 0.10
H -1.51 1.88 0.32
H -0.34 1.91 1.60
H -1.81 0.68 2.84
```

Atomic partial charges in e from the Mulliken method, atoms 1 to 4: atom 1 (N): -0.66, atom 2 (C): -0.48, atom 3 (C): -0.85, atom 4 (C): 0.62

=====

No. 4
Molecular formula: C4H12N2O
Method: DFT, ωB97M-V/def2-TZVPD

frontier orbital gap: 0.3511 hartree
lowest unoccupied orbital energy: 0.948 eV
spin multiplicity: 1
ΔE to the lowest compared entry with this formula, charge and spin: 36.7 kcal per mole
E_HOMO: -8.6070 eV
structure (SMILES): C[C@@H](O)CNCN
DFT total energy: -9369.601 eV

The geometry in XYZ format:
```
19
C4H12N2O, DFT ωB97M-V/def2-TZVPD
C 1.40 -2.25 0.08
C 0.42 -1.30 0.73
O 0.81 -1.00 2.05
C 0.31 -0.02 -0.10
N -0.73 0.87 0.44
C -1.71 1.32 -0.52
N -1.28 2.36 -1.46
H 1.72 -3.06 0.74
H 2.33 -1.78 -0.21
H 1.08 -2.76 -0.82
H -0.56 -1.78 0.82
H 1.70 -0.61 2.07
H 1.31 0.42 0.00
H 0.12 -0.16 -1.13
H -0.39 1.67 0.94
H -2.17 0.56 -1.13
H -2.49 1.76 0.10
H -0.27 2.48 -1.43
H -1.60 3.28 -1.17
```

Atomic partial charges in e from the Mulliken method, atoms 1 to 4: atom 1 (C): -1.42, atom 2 (C): 0.38, atom 3 (O): -0.55, atom 4 (C): -0.81

=====

No. 5
Molecular formula: C4H12N2O
Method: DFT, ωB97M-V/def2-TZVPD

frontier orbital gap: 0.3546 hartree
lowest unoccupied orbital energy: 0.953 eV
spin multiplicity: 1
ΔE to the lowest compared entry with this formula, charge and spin: 52.7 kcal per mole
E_HOMO: -8.6971 eV
structure (SMILES): C[C@@H](CN)NCO
DFT total energy: -9368.908 eV

The geometry in XYZ format:
```
19
C4H12N2O, DFT ωB97M-V/def2-TZVPD
C -1.26 0.51 0.97
C -0.23 0.13 -0.09
C 0.87 1.23 -0.09
N 0.48 2.61 0.18
N 0.37 -1.15 0.28
C 0.63 -2.21 -0.64
O -0.40 -2.54 -1.59
H -1.81 1.44 0.95
H -0.87 0.40 1.99
H -2.04 -0.27 0.91
H -0.78 -0.13 -1.00
H 1.54 1.06 -0.93
H 1.28 0.98 0.90
H 1.27 3.24 0.21
H -0.44 2.96 0.02
H -0.06 -1.47 1.13
H 1.51 -1.94 -1.25
H 0.79 -3.14 -0.12
H -0.86 -1.73 -1.84
```

Atomic partial charges in e from the Mulliken method, atoms 1 to 4: atom 1 (C): -1.57, atom 2 (C): 0.57, atom 3 (C): -0.52, atom 4 (N): -0.43

=====

No. 6
Molecular formula: C4H12N2O
Method: DFT, ωB97M-V/def2-TZVPD

frontier orbital gap: 0.3553 hartree
lowest unoccupied orbital energy: 0.974 eV
spin multiplicity: 1
ΔE to the lowest compared entry with this formula, charge and spin: 63.7 kcal per mole
E_HOMO: -8.6951 eV
structure (SMILES): NCCCNCO
DFT total energy: -9368.433 eV

The geometry in XYZ format:
```
19
C4H12N2O, DFT ωB97M-V/def2-TZVPD
N 1.96 -0.78 -0.22
C 1.92 0.53 -0.74
C 0.91 1.34 0.09
C -0.54 1.02 -0.07
N -0.85 -0.29 0.75
C -2.30 -0.68 0.35
O -2.76 -1.95 0.84
H 2.45 -1.44 -0.88
H 2.43 -0.95 0.73
H 2.90 1.09 -0.95
H 1.45 0.40 -1.76
H 1.21 1.10 1.14
H 1.05 2.44 -0.13
H -0.84 0.97 -1.08
H -1.32 1.65 0.37
H -0.11 -1.05 0.48
H -2.32 -0.76 -0.78
H -3.04 -0.02 0.75
H -2.18 -2.59 1.10
```

Atomic partial charges in e from the Mulliken method, atoms 1 to 4: atom 1 (N): -0.54, atom 2 (C): -0.48, atom 3 (C): -0.58, atom 4 (C): -0.66

=====

No. 7
Molecular formula: C4H12N2O
Method: DFT, ωB97M-V/def2-TZVPD

frontier orbital gap (spin up / spin down): 0.3304 / 0.2046 hartree
lowest unoccupied orbital energy (spin up / spin down): -3.913 / -7.272 eV
⟨S²⟩: 0.760
spin multiplicity: 2
ΔE to the lowest compared entry with this formula, charge and spin: 41.7 kcal per mole
E_HOMO (spin up / spin down): -12.9024 / -12.8391 eV
charge: +1
DFT total energy: -9360.611 eV

The geometry in XYZ format:
```
19
C4H12N2O, DFT ωB97M-V/def2-TZVPD
C -1.46 0.48 -0.55
C -1.02 0.82 0.87
C 0.52 0.95 0.90
C 1.02 -0.32 1.01
N 2.26 -0.53 1.53
N -2.77 0.26 -1.16
H -0.93 -0.44 -0.86
H -1.12 1.38 -1.10
H -1.38 1.87 0.95
H -1.39 0.19 1.66
H 1.10 1.83 0.74
H 0.37 -1.22 1.07
H 2.43 -1.55 1.37
H 3.06 0.10 1.30
H -3.05 -0.66 -0.90
H -3.52 0.92 -1.29
H 1.58 -2.06 -2.17
H 0.55 -0.99 -1.67
O 1.46 -1.15 -1.90
```

Atomic partial charges in e from the Mulliken method, atoms 1 to 4: atom 1 (C): -0.22, atom 2 (C): -0.61, atom 3 (C): -0.16, atom 4 (C): 0.01

=====

No. 8
Molecular formula: C4H12N2O
Method: DFT, ωB97M-V/def2-TZVPD

frontier orbital gap (spin up / spin down): 0.3058 / 0.3057 hartree
lowest unoccupied orbital energy (spin up / spin down): -10.068 / -10.069 eV
spin multiplicity: 1
ΔE to the lowest compared entry with this formula, charge and spin: 117.8 kcal per mole
E_HOMO (spin up / spin down): -18.3904 / -18.3877 eV
charge: +2
DFT total energy: -9348.046 eV

The geometry in XYZ format:
```
19
C4H12N2O, DFT ωB97M-V/def2-TZVPD
C -0.72 -0.57 -0.05
C -0.41 -2.03 0.32
C 0.48 1.35 1.13
C 0.29 0.54 -0.12
N -2.67 0.59 -0.75
N 1.63 0.00 -0.53
O -2.09 -0.47 -0.30
H 0.67 -2.24 0.29
H -0.99 -2.29 1.29
H -0.91 -2.76 -0.45
H 1.33 2.02 0.91
H 0.90 0.81 2.08
H -0.47 1.90 1.50
H -0.12 1.02 -1.05
H -2.16 1.46 -1.16
H -3.68 0.52 -0.99
H 2.10 -0.51 0.29
H 2.26 0.73 -0.82
H 1.44 -0.74 -1.18
```

Atomic partial charges in e from the Mulliken method, atoms 1 to 4: atom 1 (C): 0.46, atom 2 (C): -1.09, atom 3 (C): -1.22, atom 4 (C): 0.17